[1]
Density functional theory data (wB97M-V/def2-TZVPD) for 2 unconnected molecules or ions with the total composition C4H7NO at a distorted geometry.

Computed properties:
DFT total energy (eV): -7795.0588
2S+1: 1
LUMO level (eV): 1.028
Energy relative to the best compared isomer or geometry (same formula, charge and spin) (eV): 4.586
Frontier orbital gap (eV): 10.16

Each line ends with the Löwdin charge.
Positions of all 13 atoms, in Å:
1 O 0.58 0.22 -1.48  -0.0396
2 N 0.69 0.93 0.64  0.0401
3 C 1.32 0.64 -0.43  -0.2646
4 C 0.00 -1.29 0.68  0.0106
5 C -0.64 -0.02 -0.84  -0.1583
6 C -0.72 1.04 0.19  -0.2196
7 H -0.96 -1.66 1.00  0.0230
8 H -1.41 -0.14 -1.64  0.1427
9 H 0.61 -1.11 1.61  0.0595
10 H -1.48 0.81 0.94  0.1140
11 H 0.59 -1.95 0.05  0.0355
12 H 2.39 0.52 -0.55  0.1381
13 H -0.83 2.08 -0.15  0.1185

[2]
Density functional theory data (wB97M-V/def2-TZVPD) for a molecular structure, C36H39N6SSbSn at a distorted geometry.

Computed properties:
DFT total energy (eV): -70107.4525
2S+1: 1
LUMO level (eV): -0.105
Energy relative to the best compared isomer or geometry (same formula, charge and spin) (eV): 0.000
Frontier orbital gap (eV): 5.60

Each line ends with the Löwdin charge.
Positions of all 84 atoms, in Å:
1 Sb -1.69 2.81 -1.57  1.2232
2 Sn 0.88 0.93 -0.20  1.0515
3 S 3.57 0.94 -0.85  0.5928
4 N 1.39 0.32 -3.17  0.0669
5 N -1.59 -0.45 -0.13  -0.0482
6 N 3.16 -1.22 -2.57  0.0317
7 N 4.55 -1.58 -0.90  -0.1167
8 N 1.21 2.72 1.01  -0.1538
9 N 1.23 0.02 1.88  -0.1396
10 C 1.49 0.96 2.75  -0.0966
11 C -0.62 -1.10 3.79  -0.0453
12 C 1.42 -1.35 2.25  -0.1835
13 C -3.84 1.64 1.75  -0.1162
14 C -2.68 1.03 1.31  -0.1325
15 C -1.46 -2.88 0.30  -0.0707
16 C 2.25 -0.62 -3.52  -0.2511
17 C 0.56 -1.77 3.43  -0.2102
18 C -1.31 -1.73 -0.52  -0.3479
19 C -0.28 -3.20 -2.21  -0.1229
20 C -2.68 -0.24 0.67  -0.3175
21 C -3.61 2.32 -2.46  -0.3169
22 C -1.33 -1.39 4.96  -0.0582
23 C 3.75 -0.61 -1.45  -0.6915
24 C 0.93 -2.85 4.23  -0.0523
25 C 5.38 -1.40 0.29  -0.0268
26 C 0.68 0.44 -5.41  -0.0508
27 C 0.22 -3.20 5.38  -0.1041
28 C -5.04 -0.33 1.06  -0.1482
29 C -0.90 -2.47 5.74  -0.0989
30 C 4.54 -2.73 -1.70  -0.0307
31 C -1.00 4.32 -3.05  -0.3422
32 C 1.38 4.06 1.00  -0.1576
33 C 3.70 -2.51 -2.71  -0.0340
34 C -2.33 4.21 -0.06  -0.3434
35 C 2.38 -1.08 -4.84  -0.0136
36 C 1.39 2.30 2.35  -0.3110
37 C -1.13 -4.14 -0.15  -0.1177
38 C 1.47 3.50 3.16  -0.0322
39 C 1.59 -0.55 -5.82  -0.0426
40 C 0.68 0.86 -4.12  -0.1590
41 C -3.91 -1.01 0.74  -0.0364
42 C -0.64 -1.93 -1.75  -0.0681
43 C -0.56 -4.30 -1.40  -0.1459
44 C -5.06 0.94 1.58  -0.1380
45 C 1.47 4.58 2.30  -0.0943
46 H -1.71 1.50 1.41  0.0572
47 H 1.30 4.62 0.09  0.1029
48 H -1.96 3.86 0.92  -0.0152
49 H 1.50 5.63 2.57  0.0949
50 H -4.05 3.29 -2.78  0.0050
51 H 5.09 -3.59 -1.44  0.1175
52 H -6.01 -0.82 0.93  0.1026
53 H 5.37 -0.32 0.55  0.0558
54 H -2.01 5.25 -0.33  0.0172
55 H -2.19 -0.79 5.22  0.1034
56 H 1.15 -2.00 1.41  0.1136
57 H 1.57 -0.94 -6.85  0.1259
58 H 4.92 -1.94 1.12  0.0954
59 H 0.12 1.75 -3.80  0.0715
60 H 1.82 -3.47 3.97  0.1195
61 H -3.42 1.67 -3.36  0.0088
62 H -3.43 4.17 0.02  0.0005
63 H -0.72 3.81 -3.98  -0.0313
64 H -1.30 -5.00 0.54  0.1095
65 H -0.36 -5.35 -1.76  0.1023
66 H -1.05 -0.36 3.10  0.1039
67 H 3.40 -3.11 -3.55  0.1183
68 H -1.83 5.09 -3.19  0.0167
69 H -1.47 -2.74 6.65  0.1085
70 H -1.83 -2.76 1.33  0.1102
71 H 3.17 -1.79 -5.04  0.1021
72 H 6.36 -1.76 0.10  0.0820
73 H 0.51 -4.05 5.97  0.0962
74 H 2.47 -1.62 2.38  0.1143
75 H -0.01 0.91 -6.12  0.1156
76 H 1.81 0.72 3.75  0.1457
77 H -3.82 2.64 2.21  0.1025
78 H -3.92 -2.04 0.43  0.0921
79 H -5.99 1.42 1.87  0.0855
80 H 1.66 3.56 4.21  0.0964
81 H -0.47 -1.05 -2.40  0.0761
82 H 0.08 -3.36 -3.20  0.0854
83 H -4.28 1.88 -1.70  -0.0032
84 H -0.07 4.79 -2.65  -0.0041

[3]
Density functional theory data (wB97M-V/def2-TZVPD) for a molecular structure, C28H36BIrN8O7S3.

Computed properties:
DFT total energy (eV): -91888.6751
2S+1: 2
LUMO level (spin up / spin down) (eV): -4.497 / -5.437
Energy relative to the best compared isomer or geometry (same formula, charge and spin) (eV): 0.000
Total charge: +1
Frontier orbital gap (spin up / spin down) (eV): 6.75 / 5.72

Each line ends with the Löwdin spin population.
Positions of all 84 atoms, in Å:
1 Ir 0.99 -0.24 0.04  0.5569
2 S -0.10 -1.65 -1.34  -0.0102
3 S 1.77 1.39 -1.45  -0.0031
4 S -0.85 0.92 0.57  0.2551
5 O 0.72 -1.59 1.51  0.0336
6 O -0.60 -2.44 3.64  0.0010
7 O 3.46 -7.13 0.61  0.0000
8 O 4.15 -2.61 -0.69  0.0033
9 O 1.94 -7.67 2.04  0.0006
10 O -1.30 -4.45 3.38  0.0004
11 O 2.80 -0.96 -0.11  0.0642
12 N 0.60 3.91 -1.19  -0.0002
13 N -0.73 2.41 -2.07  0.0054
14 N -0.52 -3.55 3.15  0.0000
15 N 2.53 -6.87 1.35  0.0002
16 N 1.00 -1.34 -3.91  -0.0013
17 N -0.47 0.18 -3.33  -0.0007
18 N -2.38 0.47 -1.60  0.0076
19 N -3.25 -0.48 0.17  0.0036
20 C 3.04 4.00 -0.46  -0.0004
21 C -4.06 -0.78 -0.91  0.0013
22 C 1.23 5.10 0.85  0.0001
23 C -3.22 -2.53 1.48  0.0000
24 C 1.73 -3.59 -3.03  0.0003
25 C -0.01 0.50 -4.59  -0.0014
26 C 1.71 4.73 -0.56  0.0000
27 C 3.37 -1.82 -3.72  -0.0001
28 C -1.43 3.59 -1.97  0.0023
29 C 2.76 -4.51 0.69  0.0006
30 C 2.02 -2.46 -4.00  0.0000
31 C -5.01 -0.78 1.84  0.0005
32 C 0.18 -0.93 -2.92  -0.0005
33 C -0.62 4.51 -1.43  -0.0005
34 C 0.51 2.62 -1.57  0.0101
35 C -3.53 -0.18 -2.00  0.0026
36 C 1.21 -2.81 1.49  0.0027
37 C -3.54 -1.04 1.54  0.0007
38 C 2.34 -3.19 0.71  0.0042
39 C -2.70 -0.37 2.62  0.0170
40 C -2.23 0.26 -0.28  0.0254
41 C 1.96 -3.02 -5.42  0.0000
42 C 1.90 5.97 -1.43  0.0000
43 C 0.60 -3.83 2.26  0.0013
44 C 1.01 -5.15 2.21  0.0003
45 C 3.17 -2.24 -0.09  0.0046
46 C 0.90 -0.43 -4.94  -0.0009
47 C 2.09 -5.47 1.41  0.0019
48 B -1.46 1.16 -2.64  0.0006
49 H -3.37 -2.98 2.46  0.0000
50 H -1.63 -0.56 2.52  0.0081
51 H -4.95 -1.38 -0.82  0.0001
52 H -3.00 -0.80 3.57  0.0019
53 H -3.86 -0.16 -3.02  0.0004
54 H 1.01 6.60 -1.47  0.0000
55 H -0.38 1.35 -5.12  -0.0001
56 H -2.18 1.55 -3.52  0.0000
57 H 3.62 -4.78 0.09  -0.0001
58 H 3.61 -1.06 -4.48  0.0000
59 H -2.45 3.67 -2.31  0.0000
60 H -2.18 -2.68 1.19  0.0000
61 H 3.02 3.15 0.21  0.0000
62 H 0.50 -5.90 2.78  0.0000
63 H -2.89 0.71 2.66  0.0011
64 H -5.23 -1.14 2.85  0.0000
65 H 3.41 3.67 -1.44  -0.0003
66 H -5.68 -1.30 1.16  0.0000
67 H 0.96 -3.37 -5.68  0.0000
68 H 1.94 -3.33 -2.00  0.0002
69 H -5.23 0.29 1.81  0.0000
70 H 3.41 -1.36 -2.74  0.0000
71 H 2.70 6.57 -1.00  0.0000
72 H 0.69 -3.94 -3.10  0.0000
73 H 4.15 -2.58 -3.76  0.0000
74 H 1.45 -0.53 -5.85  0.0000
75 H 2.01 5.69 1.34  0.0000
76 H 2.38 -4.42 -3.30  0.0001
77 H 3.76 4.72 -0.07  0.0000
78 H -3.86 -3.05 0.76  0.0000
79 H 2.63 -3.88 -5.47  0.0000
80 H 2.30 -2.32 -6.18  0.0000
81 H 1.06 4.20 1.44  0.0000
82 H -0.81 5.54 -1.21  -0.0001
83 H 2.18 5.69 -2.44  0.0000
84 H 0.32 5.68 0.83  0.0000

[4]
Density functional theory data (wB97M-V/def2-TZVPD) for a molecular structure, C40H16Cl5N11Sr.

Computed properties:
DFT total energy (eV): -121574.4791
2S+1: 1
LUMO level (eV): 3.703
Energy relative to the best compared isomer or geometry (same formula, charge and spin) (eV): 11.509
Total charge: -2
Frontier orbital gap (eV): 5.59

Each line ends with the Löwdin charge.
Positions of all 73 atoms, in Å:
1 Sr 0.33 2.24 -2.38  1.3359
2 Cl -1.62 4.77 -4.09  0.5953
3 Cl -2.06 7.87 -3.74  0.6312
4 Cl 1.82 4.77 0.03  0.6212
5 Cl 1.40 7.87 0.41  0.6320
6 Cl -0.54 9.41 -1.48  0.6274
7 N -0.60 -2.02 -0.69  0.0463
8 N 1.04 1.99 -7.23  0.0344
9 N -0.07 -2.29 1.65  0.2227
10 N 1.20 1.94 -4.78  -0.0386
11 N 2.61 1.09 -8.91  0.0397
12 N 2.62 1.22 1.22  0.1695
13 N 0.08 -0.87 -0.61  0.0218
14 N 0.29 0.20 1.38  0.1230
15 N -1.24 1.00 -0.86  -0.0525
16 N 1.57 0.73 -0.75  -0.0554
17 N -1.86 -0.89 -2.32  0.1322
18 C -2.38 -0.49 2.23  -0.0054
19 C 5.18 -2.02 0.04  -0.1132
20 C 1.17 1.93 -5.95  -0.4183
21 C -3.62 -3.80 -1.45  -0.0535
22 C -0.98 7.02 -2.69  -0.7206
23 C -3.72 -0.81 2.45  -0.0794
24 C 1.68 0.38 3.21  -0.1057
25 C 1.04 -0.86 3.26  -0.1103
26 C 2.82 0.98 -0.15  -0.2978
27 C 0.56 7.02 -0.84  -0.7184
28 C 1.38 -0.56 -0.86  -0.2309
29 C 2.99 -2.62 -0.78  -0.0390
30 C 1.88 -1.22 5.46  -0.1076
31 C 1.54 0.90 1.83  -0.1758
32 C -0.76 -2.67 0.50  -0.1904
33 C -0.76 5.65 -2.82  -0.7188
34 C 0.09 4.92 -2.01  -0.2872
35 C 0.34 -1.10 1.99  -0.2371
36 C -0.65 0.13 0.25  -0.2393
37 C -4.19 -0.82 0.09  -0.0162
38 C 4.27 -2.99 -0.43  -0.1182
39 C -0.30 7.71 -1.68  -0.7140
40 C -2.41 -3.19 -1.04  -0.1289
41 C -1.84 -3.53 0.26  -0.1012
42 C -2.06 -0.05 -1.29  -0.3188
43 C 2.63 -1.28 -0.69  -0.0872
44 C -4.21 -4.72 -0.64  -0.1187
45 C -2.49 -4.49 1.07  -0.0430
46 C -4.61 -0.99 1.40  -0.0859
47 C -2.87 -0.47 -0.12  -0.1391
48 C -1.97 -0.36 0.91  -0.1043
49 C -3.64 -5.07 0.62  -0.1205
50 C 0.73 5.65 -1.03  -0.7265
51 C 1.14 -1.68 4.37  -0.0250
52 C 4.83 -0.69 0.14  -0.0429
53 C 2.52 0.02 5.41  -0.1034
54 C -1.69 -2.11 -1.57  -0.1877
55 C 1.91 1.49 -8.08  -0.4560
56 C 3.55 -0.29 -0.25  -0.1363
57 C 2.44 0.82 4.28  -0.0261
58 H 5.54 0.04 0.51  0.1033
59 H 2.27 -3.36 -1.12  0.1059
60 H -5.64 -1.25 1.61  0.0929
61 H 4.58 -4.03 -0.49  0.0846
62 H 3.09 0.36 6.26  0.0901
63 H -4.07 -0.91 3.47  0.0924
64 H -2.07 -4.75 2.03  0.1044
65 H 1.96 -1.83 6.35  0.0875
66 H -1.71 -0.34 3.06  0.1114
67 H -4.06 -3.53 -2.40  0.1083
68 H -4.15 -5.81 1.24  0.0831
69 H 0.66 -2.65 4.37  0.1071
70 H -5.13 -5.20 -0.94  0.0839
71 H 2.97 1.77 4.22  0.1081
72 H 6.18 -2.33 0.32  0.0863
73 H -4.87 -0.95 -0.75  0.1131

[5]
Density functional theory data (wB97M-V/def2-TZVPD) for a molecular structure, C38H28Cl3N5O4PSr at a distorted geometry.

Computed properties:
DFT total energy (eV): -103198.7530
2S+1: 1
LUMO level (eV): 2.360
Energy relative to the best compared isomer or geometry (same formula, charge and spin) (eV): 3.002
Total charge: -1
Frontier orbital gap (eV): 6.87

Each line ends with the Löwdin charge.
Positions of all 80 atoms, in Å:
1 Sr -1.21 -0.75 0.93  1.6231
2 Cl -0.16 1.38 -2.57  0.8101
3 Cl 2.25 -0.39 7.34  0.6235
4 Cl -0.31 1.38 7.87  0.6184
5 P 0.78 -1.46 -2.59  1.1453
6 O -2.15 -2.09 -2.90  -0.0174
7 O -1.88 1.37 0.90  -0.2054
8 O 2.79 -1.22 2.37  0.0104
9 O -1.54 -0.87 -1.16  -0.4067
10 N -3.74 -1.20 0.20  -0.0586
11 N 0.55 2.57 3.18  0.1475
12 N 0.17 -2.80 0.56  -0.0040
13 N 0.50 -1.06 2.57  -0.0343
14 N -1.55 0.61 2.96  0.0512
15 C -0.24 -0.66 -6.54  -0.0880
16 C -0.69 0.41 4.02  -0.2729
17 C 0.04 2.19 2.02  -0.1816
18 C 1.10 -0.10 6.08  -0.6980
19 C 4.65 0.97 -1.86  -0.0934
20 C 1.52 -3.00 -3.26  -0.3623
21 C -3.78 -1.66 -1.19  -0.1704
22 C 2.50 -3.32 0.59  0.0080
23 C -0.59 1.31 -5.23  -0.1048
24 C 2.28 -4.41 -0.23  -0.0582
25 C -0.62 0.67 -6.46  -0.0970
26 C 3.30 -4.56 -3.67  -0.0967
27 C 2.44 3.46 2.02  -0.0594
28 C 3.15 -0.08 -3.42  -0.0996
29 C 1.63 -1.52 2.06  -0.5291
30 C -0.02 -3.82 -0.25  -0.1399
31 C 0.43 -0.43 3.78  -0.2330
32 C -0.02 0.68 6.31  -0.7078
33 C 1.04 -5.19 -4.16  -0.0977
34 C 0.25 -0.71 -4.18  -0.3637
35 C -0.17 0.62 -4.11  -0.6379
36 C 2.87 -3.33 -3.22  -0.0909
37 C -1.23 1.39 1.98  -0.6393
38 C -0.92 0.93 5.28  -0.0624
39 C 0.99 -4.68 -0.65  -0.0669
40 C 2.40 -5.49 -4.15  -0.1037
41 C 1.73 3.17 3.17  -0.1214
42 C 3.81 0.62 -0.82  -0.0789
43 C 4.31 0.63 -3.16  -0.0898
44 C 1.41 -2.56 1.00  -0.2177
45 C 1.90 3.07 0.80  -0.0629
46 C 0.60 -3.96 -3.70  -0.1384
47 C 0.69 2.41 0.81  -0.0078
48 C 2.31 -0.46 -2.37  -0.3970
49 C -2.37 -1.54 -1.83  -0.7010
50 C 2.65 -0.09 -1.08  -0.1019
51 C 0.19 -1.34 -5.42  -0.0714
52 C 1.32 -0.66 4.83  -0.0385
53 H -0.91 2.34 -5.14  0.0988
54 H 0.77 -5.53 -1.28  0.1026
55 H 1.98 -0.35 -0.26  0.0843
56 H 0.32 -5.92 -4.51  0.1004
57 H -4.49 -1.10 -1.81  0.1148
58 H 3.49 -3.05 0.93  0.1177
59 H 2.41 3.28 -0.13  0.1064
60 H 3.10 -5.04 -0.56  0.1075
61 H 3.38 3.98 2.07  0.0962
62 H -0.45 -3.72 -3.67  0.0999
63 H 0.46 -2.38 -5.50  0.0930
64 H -0.28 -1.18 -7.49  0.0974
65 H -0.94 1.20 -7.34  0.0961
66 H -1.79 1.54 5.47  0.1095
67 H 3.59 -2.62 -2.84  0.1021
68 H -4.59 -1.48 0.69  0.0810
69 H 2.90 -0.34 -4.44  0.1103
70 H -4.08 -2.72 -1.21  0.1118
71 H 5.57 1.51 -1.66  0.0963
72 H -3.72 -0.18 0.20  0.0645
73 H 2.18 -1.28 4.66  0.1041
74 H 4.06 0.87 0.20  0.1068
75 H 2.10 3.45 4.15  0.1075
76 H 4.97 0.92 -3.97  0.0963
77 H -1.04 -3.97 -0.60  0.1175
78 H 0.21 2.08 -0.10  0.0554
79 H 2.74 -6.46 -4.51  0.0935
80 H 4.36 -4.80 -3.65  0.0990

[6]
Density functional theory data (wB97M-V/def2-TZVPD) for a molecular structure, C26H40Cl3N4O3RhSi at a distorted geometry.

Computed properties:
DFT total energy (eV): -88167.6410
2S+1: 5
LUMO level (spin up / spin down) (eV): -0.611 / -1.923
Energy relative to the best compared isomer or geometry (same formula, charge and spin) (eV): 0.000
Frontier orbital gap (spin up / spin down) (eV): 6.94 / 6.73

Each line ends with the Löwdin spin population.
Positions of all 78 atoms, in Å:
1 Rh -2.45 1.66 2.91  2.8024
2 Cl -3.18 3.78 2.42  0.2685
3 Cl -4.49 0.70 2.56  0.3380
4 Cl -1.88 1.50 0.66  0.2756
5 Si 1.95 -1.41 -1.02  0.0004
6 O -1.50 -0.24 3.25  0.0780
7 O 2.19 -1.05 -2.63  0.0001
8 O -0.41 2.35 3.30  0.0713
9 N -3.20 2.11 4.98  0.0670
10 N 0.25 4.14 2.00  0.0141
11 N -6.82 4.48 8.18  0.0001
12 N -1.31 -2.33 2.39  0.0076
13 C 3.61 -1.27 -0.18  0.0001
14 C -0.19 5.45 1.53  0.0037
15 C 3.95 -4.26 -4.83  0.0000
16 C 1.27 -3.54 -5.18  0.0000
17 C -1.92 -1.15 2.48  0.0054
18 C -4.15 1.35 5.56  0.0067
19 C -5.10 1.92 6.42  0.0022
20 C -0.37 3.58 3.04  0.0209
21 C -5.97 3.92 7.61  0.0000
22 C 1.30 -3.17 -0.92  0.0001
23 C -2.92 3.30 5.53  0.0076
24 C 1.20 3.42 1.15  0.0031
25 C -1.92 -3.47 1.72  0.0011
26 C -0.03 -2.57 3.06  0.0015
27 C 0.41 0.68 -4.64  0.0000
28 C 3.46 -3.10 -4.22  0.0000
29 C 1.76 -4.67 -5.81  0.0000
30 C -4.94 3.24 6.85  0.0000
31 C 1.52 -0.31 -4.81  0.0000
32 C 2.58 0.84 -6.77  0.0000
33 C 2.51 -0.20 -5.72  0.0000
34 C 1.52 -1.47 -3.82  0.0000
35 C 2.12 -2.74 -4.40  0.0000
36 C 3.10 -5.03 -5.63  0.0000
37 C -3.83 3.94 6.38  0.0030
38 C 0.73 -0.17 -0.35  0.0045
39 H 0.16 -1.76 3.77  0.0005
40 H 4.99 -4.54 -4.70  0.0000
41 H 0.67 6.12 1.51  0.0001
42 H 0.68 1.64 -5.10  0.0000
43 H 3.31 -0.94 -5.72  0.0000
44 H -5.98 1.35 6.71  0.0005
45 H 4.11 -2.46 -3.61  0.0000
46 H 1.10 -5.26 -6.44  0.0000
47 H -2.81 -1.01 1.84  0.0018
48 H -0.94 5.82 2.23  0.0020
49 H 0.28 -3.24 -1.32  0.0000
50 H 1.94 -3.85 -1.50  0.0000
51 H 0.20 0.85 -3.58  0.0000
52 H -0.62 5.37 0.53  0.0010
53 H 1.93 0.61 -7.63  0.0000
54 H -0.51 0.32 -5.11  0.0000
55 H -1.98 3.79 5.26  0.0005
56 H 1.97 4.14 0.84  0.0002
57 H -3.68 5.00 6.62  0.0006
58 H 3.91 -0.22 -0.08  0.0000
59 H 0.49 -0.31 0.71  0.0003
60 H 3.60 0.91 -7.16  0.0000
61 H -1.30 -3.80 0.87  0.0003
62 H 3.58 -1.71 0.83  0.0000
63 H -2.02 -4.30 2.43  0.0001
64 H 1.28 -3.53 0.12  0.0000
65 H 0.23 -3.22 -5.29  0.0000
66 H 0.78 -2.63 2.32  0.0002
67 H 1.11 0.85 -0.46  0.0008
68 H 3.49 -5.93 -6.12  0.0000
69 H 0.71 3.03 0.25  0.0022
70 H -0.09 -3.53 3.58  0.0001
71 H -0.23 -0.22 -0.90  0.0027
72 H 1.67 2.61 1.71  0.0005
73 H -4.19 0.29 5.29  0.0013
74 H -0.91 4.32 3.66  0.0011
75 H 2.29 1.84 -6.41  0.0000
76 H -2.91 -3.18 1.35  0.0001
77 H 4.39 -1.78 -0.76  0.0000
78 H 0.46 -1.67 -3.60  0.0000